Below is 11 unconnected molecules or ions with the total composition BF4H20O10, with properties calculated with ωB97M-V/def2-TZVPD.

Cartesian coordinates (Å):
B -0.58 -0.01 -0.98
F -0.70 -1.36 -0.82
F -1.73 0.47 -1.62
F -0.47 0.54 0.26
F 0.50 0.16 -1.73
O -1.97 -4.30 0.26
H -2.12 -4.04 1.16
H -1.80 -3.46 -0.18
O -0.88 -0.87 2.48
H -0.99 -0.15 1.87
H 0.00 -1.17 2.60
O -3.09 2.69 -1.27
H -2.51 1.93 -1.25
H -2.52 3.28 -0.77
O -1.01 2.21 3.22
H -1.59 1.85 2.59
H -0.11 2.13 2.89
O 2.31 2.19 -1.88
H 3.21 1.79 -1.96
H 1.68 1.50 -1.97
O -3.96 -0.79 0.10
H -3.56 -0.07 0.59
H -3.42 -0.92 -0.69
O 2.59 -0.33 0.63
H 2.95 0.09 -0.15
H 2.04 -1.02 0.27
O 1.35 -2.76 0.43
H 0.75 -2.47 -0.22
H 0.80 -3.33 0.97
O 3.85 0.00 -1.74
H 3.15 -0.51 -2.11
H 4.66 -0.49 -1.52
O 0.96 2.74 0.32
H 1.59 2.58 -0.41
H 0.62 1.90 0.61

Calculated values
energy above the lowest of the compared OMol25 structures with the same formula, charge and spin	1.280	eV
HOMO	-7.37	eV
LUMO energy	2.36	eV
frontier orbital gap	9.7	eV
total charge	-1

Atom charges from the Löwdin analysis, given in e for atoms 1 to 5: atom 1 (B): -1.43, atom 2 (F): 0.16, atom 3 (F): 0.13, atom 4 (F): 0.15, atom 5 (F): 0.21